# 1
Formula: C30H40AsCl3N3O2P2RuS5
Source: the Open Molecules 2025 dataset
Level of theory: wB97M-V/def2-TZVPD

The geometry in ORCA input format:
```
! wB97M-V def2-TZVPD RIJCOSX def2/J DEFGRID3
* xyz -2 2
Ru -1.27990 -1.54475 0.09226
S 0.60191 -5.31417 2.51637
As -0.84467 -4.51163 1.16929
S 0.10878 -3.37559 -0.44288
S -1.96246 -2.76353 2.01612
S -2.14121 -6.04391 0.43299
C -4.31862 -3.43734 0.18447
P -3.13424 -2.49221 -0.78383
C -2.69370 -3.55904 -2.17317
C -4.30443 -1.32219 -1.58482
C -3.55973 -0.14943 -2.16028
P -2.48277 0.41122 -0.80624
C -1.68097 1.86883 -1.51621
C -3.79880 1.17826 0.21720
H -5.15646 -3.68385 -0.47511
H -4.65923 -2.84578 1.03357
H -3.83425 -4.33948 0.55598
H -3.59918 -3.84318 -2.71656
H -2.20158 -4.44249 -1.76778
H -2.00033 -3.01826 -2.81672
H -5.01090 -0.99575 -0.81742
H -4.86839 -1.87873 -2.33696
H -4.21703 0.66344 -2.47950
H -2.93932 -0.45076 -3.00448
H -2.45400 2.52205 -1.92604
H -0.98108 1.57995 -2.30127
H -1.13227 2.38393 -0.73018
H -4.54336 1.66066 -0.42572
H -3.35942 1.90405 0.88800
H -4.29064 0.41842 0.82812
C 3.05097 -3.87778 4.26729
N 2.52642 -2.95590 3.27148
C 2.20877 -1.67037 3.51326
S 1.04567 -0.82296 2.65884
N 2.89100 -1.03462 4.54056
C 4.32299 -1.17689 4.76396
H 2.43494 -4.77646 4.22949
H 2.98554 -3.45010 5.26672
H 4.08812 -4.16219 4.07064
H 1.90082 -3.41994 2.60451
H 2.52562 -0.10283 4.66749
H 4.55459 -1.38418 5.81147
H 4.84841 -0.26139 4.47417
H 4.72297 -1.98591 4.16322
Cl 5.33626 -0.70682 -3.00806
C 4.51608 0.03096 -1.64012
C 4.80589 -0.45261 -0.37963
C 4.17432 0.10261 0.71502
C 3.27645 1.14046 0.53067
C 3.00550 1.61334 -0.73731
Cl 1.90529 2.96269 -0.87086
C 3.60261 1.06425 -1.87364
N 3.41987 1.53708 -3.16924
C 2.15792 1.95856 -3.70857
C 2.03779 3.27855 -4.13194
C 0.89419 3.71977 -4.77189
C -0.13652 2.81707 -5.01550
C -0.00572 1.50195 -4.60304
C 1.13474 1.04975 -3.93378
C 1.15923 -0.39550 -3.49134
C 0.13990 -0.65973 -2.38439
O -0.96831 -1.08724 -2.76716
O 0.46023 -0.41925 -1.18510
H 5.50176 -1.27335 -0.27273
H 4.35704 -0.28492 1.70277
H 2.75255 1.57452 1.37224
H 3.95132 0.99795 -3.83676
H 2.86292 3.95058 -3.93315
H 0.80959 4.75273 -5.08586
H -1.03920 3.13787 -5.52094
H -0.80526 0.79090 -4.78084
H 2.14696 -0.72212 -3.16551
H 0.83134 -1.00762 -4.33036
Cl -1.90388 6.46350 4.28159
C -1.67374 4.89825 3.47875
C -0.67566 4.74073 2.52302
C -0.48163 3.52455 1.90308
C -1.27370 2.36082 2.21221
C -1.05939 1.13375 1.60569
C -2.30345 2.59312 3.19315
C -2.48547 3.81834 3.80252
H -0.04504 5.58571 2.26835
H 0.31244 3.42436 1.16994
H -0.24408 1.01884 0.89976
H -1.60790 0.26114 1.95147
H -2.94444 1.76242 3.47148
H -3.26735 3.94477 4.54365
*
```

Gap between HOMO and LUMO (alpha / beta), eV: 4.53 / 4.42
Energy, eV: -214071.462
LUMO level (alpha / beta), eV: 3.818 / 3.817
Energy above the lowest of the compared OMol25 structures with the same formula, charge and spin, kcal per mole: 60.3

# 2
Formula: C23H28BN6O4PS2Y
Source: the Open Molecules 2025 dataset
Level of theory: wB97M-V/def2-TZVPD

The geometry in ORCA input format:
```
! wB97M-V def2-TZVPD RIJCOSX def2/J DEFGRID3
* xyz 0 2
Y 0.26501 0.01977 -0.50017
O -6.32815 -4.63922 -1.74747
C -5.96115 -3.35191 -1.95669
O -6.79654 -2.53261 -2.21734
C -4.50500 -3.03842 -1.85206
C -4.06785 -1.82948 -2.38859
C -2.73659 -1.47410 -2.32509
C -1.80458 -2.30679 -1.70280
C -2.24378 -3.51248 -1.15295
C -3.57770 -3.87138 -1.23301
N -0.46426 -1.89005 -1.60071
C 0.47821 -2.83360 -1.77826
C 1.84286 -2.55896 -1.57951
C 2.84917 -3.50311 -1.90383
C 4.16353 -3.16878 -1.75824
C 4.50337 -1.88026 -1.29623
C 3.48881 -1.01220 -0.98407
N 2.18352 -1.32702 -1.08670
H -5.54659 -5.19548 -1.65803
H -4.79115 -1.17899 -2.86113
H -2.40259 -0.54343 -2.76424
H -1.54991 -4.14064 -0.61022
H -3.88074 -4.79225 -0.74619
H 0.19277 -3.82150 -2.12675
H 2.55312 -4.47506 -2.27621
H 4.93837 -3.88214 -2.00722
H 5.53261 -1.56920 -1.19412
H 3.69565 -0.00706 -0.63540
C 2.46259 6.57272 0.52137
C 1.50122 5.54644 -0.02463
O 2.25264 4.36950 -0.39129
P 1.73239 2.87893 -0.17641
S 1.32288 2.05378 -1.95710
S 0.35240 2.64643 1.18629
O 3.08505 2.12344 0.27026
C 3.76621 2.55656 1.46842
C 3.99385 1.36628 2.36658
H 1.92006 7.48636 0.76857
H 3.23182 6.81697 -0.21046
H 2.94774 6.20843 1.42731
H 0.99833 5.90661 -0.92302
H 0.74370 5.27392 0.71109
H 3.16852 3.31527 1.97803
H 4.70081 3.01642 1.14601
H 3.03870 0.94820 2.68502
H 4.55283 1.66672 3.25413
H 4.56700 0.59411 1.85064
B -2.38492 -0.66636 1.76512
N -0.92448 -0.65903 2.35658
C -0.58073 -0.70340 3.64526
C 0.76982 -1.00304 3.75187
C 1.18997 -1.13700 2.43476
N 0.16681 -0.93171 1.59878
N -2.64843 0.55545 0.82201
C -3.69375 1.38452 0.84757
C -3.63745 2.22199 -0.25689
C -2.48491 1.82738 -0.92175
N -1.90158 0.81358 -0.27357
H -3.14179 -0.56609 2.69370
H -2.51449 -1.68262 1.13190
H -1.33074 -0.54269 4.40129
H 1.34827 -1.11839 4.65109
H 2.16751 -1.36882 2.03893
H -4.41241 1.31429 1.64649
H -4.32656 3.00192 -0.52685
H -2.02933 2.22926 -1.81388
*
```

Gap between HOMO and LUMO (alpha / beta), eV: 6.84 / 7.97
Energy, eV: -74122.765
LUMO level (alpha / beta), eV: 0.510 / -0.673
Energy above the lowest of the compared OMol25 structures with the same formula, charge and spin, kcal per mole: 7.7

# 3
Formula: C4H12N2
Source: the Open Molecules 2025 dataset
Level of theory: wB97M-V/def2-TZVPD

The geometry in ORCA input format:
```
! wB97M-V def2-TZVPD RIJCOSX def2/J DEFGRID3
* xyz 0 1
C 0.40745 0.33932 -3.02637
N 0.96871 1.51185 -3.29355
C 1.38552 2.22947 -2.09137
H 0.91209 -0.24581 -2.15978
H -0.46800 -0.01789 -3.50328
H 2.44737 2.53062 -2.03966
H 1.22172 1.52392 -1.34213
H 0.69402 3.05200 -1.96680
C -0.99297 -1.11125 3.02851
C -0.23883 -0.85164 1.77670
N -0.86374 -1.61867 0.74441
H -1.09848 -2.18625 3.30989
H -0.51078 -0.75244 3.87680
H -2.01052 -0.97584 3.02064
H -0.24200 0.21705 1.31929
H 0.75068 -1.07534 2.02587
H -1.85532 -1.27229 0.49094
H -0.50692 -1.29684 -0.17009
*
```

Gap between HOMO and LUMO, eV: 9.84
Energy, eV: -7319.473
LUMO level, eV: 0.496
SMILES: C=NC.CCN
Energy above the lowest of the compared OMol25 structures with the same formula, charge and spin, kcal per mole: 82.0

Repeat the third record exactly.
Formula: C4H12N2
Source: the Open Molecules 2025 dataset
Level of theory: wB97M-V/def2-TZVPD

The geometry in ORCA input format:
```
! wB97M-V def2-TZVPD RIJCOSX def2/J DEFGRID3
* xyz 0 1
C 0.40745 0.33932 -3.02637
N 0.96871 1.51185 -3.29355
C 1.38552 2.22947 -2.09137
H 0.91209 -0.24581 -2.15978
H -0.46800 -0.01789 -3.50328
H 2.44737 2.53062 -2.03966
H 1.22172 1.52392 -1.34213
H 0.69402 3.05200 -1.96680
C -0.99297 -1.11125 3.02851
C -0.23883 -0.85164 1.77670
N -0.86374 -1.61867 0.74441
H -1.09848 -2.18625 3.30989
H -0.51078 -0.75244 3.87680
H -2.01052 -0.97584 3.02064
H -0.24200 0.21705 1.31929
H 0.75068 -1.07534 2.02587
H -1.85532 -1.27229 0.49094
H -0.50692 -1.29684 -0.17009
*
```

Gap between HOMO and LUMO, eV: 9.84
Energy, eV: -7319.473
LUMO level, eV: 0.496
SMILES: C=NC.CCN
Energy above the lowest of the compared OMol25 structures with the same formula, charge and spin, kcal per mole: 82.0

- Which of these has the lowest energy above the lowest of the compared OMol25 structures with the same formula, charge and spin?
  C23H28BN6O4PS2Y

- Look up the energy above the lowest of the compared OMol25 structures with the same formula, charge and spin of the third one.
  82.0 kcal per mole